Entry 1:
Below is the ion C9H11INO5S with charge +1 in a non-equilibrium geometry, with properties calculated with ωB97M-V with the def2-TZVPD basis set.

ORCA input file:
```
! wB97M-V def2-TZVPD RIJCOSX def2/J DEFGRID3
* xyz 1 1
I -2.8998 -1.4773 3.4184
S -0.2390 1.3143 -1.7306
O 3.0686 -1.4808 0.8312
O -1.9395 -2.7927 0.9691
O 2.7201 -0.4205 -1.1194
O -1.6025 3.5157 -1.0925
O 1.3655 -1.9496 -2.0507
N -2.1534 1.5758 -0.0685
C 1.5449 -1.1505 -1.1826
C 3.3807 -0.5864 0.0718
C 4.4319 0.4239 0.3324
C -1.3969 2.2264 -0.8958
C -3.0261 -0.7427 0.3747
C 0.4818 -0.7907 -0.1750
C -2.5370 -1.8181 1.3141
C -0.7650 -0.2891 -0.9312
C -1.8244 0.1655 0.0962
H -2.9193 2.0148 0.4149
H 0.2674 -1.6341 0.4612
H -3.7655 -0.1574 0.8994
H 5.0510 0.5477 -0.5415
H 5.0063 0.1392 1.1909
H 0.8571 0.0329 0.4124
H 3.9303 1.3670 0.4990
H -1.2974 0.1473 1.0488
H -1.2054 4.0233 -0.3744
H -1.1009 -1.0130 -1.6540
H -3.4334 -1.1911 -0.5184
*
```

Results
**Maximum force**: 1.796 eV Å⁻¹
**HOMO-LUMO gap**: 0.31899 Ha
**Highest occupied orbital energy**: -13.012 eV
**Calculated total energy**: -40167.941 eV

Entry 2:
Below is the ion C9H11N2O4 with charge +1 in a non-equilibrium geometry, with properties calculated with ωB97M-V with the def2-TZVPD basis set.

ORCA input file:
```
! wB97M-V def2-TZVPD RIJCOSX def2/J DEFGRID3
* xyz 1 1
O -1.4116 0.7545 -2.8670
O 1.5965 3.2050 4.0674
O 2.6324 1.5602 4.9831
O -2.5763 0.1824 -0.8884
N 0.8447 -0.7834 -2.0538
N 1.9592 2.0408 4.0960
C -1.4883 0.1802 -1.6604
C 0.1210 0.9824 1.1075
C 1.5289 1.2076 2.9803
C 0.4803 -0.3423 1.0490
C 0.7660 1.7577 2.0038
C 1.7776 -0.1898 3.0209
C -0.3856 -0.6556 -1.2713
C 1.2685 -0.8895 1.9759
C -0.1930 -1.1992 0.1039
H -2.3100 1.1106 -3.3039
H 0.4716 2.7445 2.3026
H 1.6619 -0.3944 -1.5560
H 0.9699 -1.8953 -2.1905
H -3.4839 0.4724 -1.2712
H 1.2456 -1.9235 1.9564
H 0.7374 -0.3865 -3.0819
H 0.2197 -2.1576 0.2064
H -1.2520 -1.2418 0.4640
H -0.5641 1.2935 0.3534
H 2.4928 -0.5264 3.7444
*
```

Results
**Maximum force**: 3.954 eV Å⁻¹
**HOMO-LUMO gap**: 0.33002 Ha
**Highest occupied orbital energy**: -12.728 eV
**Calculated total energy**: -20669.675 eV
**ΔE to the lowest compared entry with this formula, charge and spin**: 12.4 kcal/mol
**SMILES string**: [NH3+]C(Cc1ccc([N+](=O)[O-])cc1)=C(O)O

Entry 3:
Below is a cluster of 2 separate species, C9H11N2S in total in a non-equilibrium geometry, with properties calculated with ωB97M-V with the def2-TZVPD basis set.

ORCA input file:
```
! wB97M-V def2-TZVPD RIJCOSX def2/J DEFGRID3
* xyz 1 1
S -3.4081 -1.0991 0.0100
N 1.0343 0.2545 -1.7957
N 1.5345 -1.5093 0.7216
C 1.0247 -0.7823 1.6985
C -1.0974 0.0293 -0.5138
C 0.0948 0.6599 -0.8854
C 0.1587 1.8922 -0.2152
C 2.5593 -1.0992 -0.0314
C -1.8695 -0.9992 -0.8603
C -3.0141 0.4659 0.7611
C -1.8107 0.9221 0.3531
C -1.0323 2.0608 0.4892
H 0.2134 -1.2386 2.2927
H 1.2283 -2.4431 0.4647
H 0.9070 -0.4212 -2.5425
H 3.1514 -0.2801 0.1259
H 2.9334 -1.8910 -0.7437
H 1.4672 0.2447 2.0165
H 0.9160 2.5454 -0.4245
H -3.6611 0.8774 1.5639
H 1.7429 0.8036 -2.0852
H -1.6521 -1.8556 -1.5205
H -1.4205 2.8628 1.1211
*
```

Results
**Maximum force**: 5.024 eV Å⁻¹
**HOMO-LUMO gap (spin up / spin down)**: 0.25577 / 0.18444 Ha
**Highest occupied orbital energy (spin up / spin down)**: -11.506 / -10.229 eV
**Calculated total energy**: -23316.139 eV
**ΔE to the lowest compared entry with this formula, charge and spin**: 83.8 kcal/mol

Entry 4:
Below is the ion C9H11N2S2 with charge +1 in a non-equilibrium geometry, with properties calculated with ωB97M-V with the def2-TZVPD basis set.

ORCA input file:
```
! wB97M-V def2-TZVPD RIJCOSX def2/J DEFGRID3
* xyz 1 1
S -1.9339 0.7052 -1.4694
S -2.5513 1.3732 0.3789
N -0.7832 -1.6887 -1.3795
N -1.8248 -1.7392 0.9256
C -0.5049 -0.2804 -1.0134
C 2.1127 2.0714 0.1113
C -2.7188 -1.0380 1.1111
C 2.9986 -0.0523 0.5230
C 0.9425 1.5904 -0.3135
C 3.2164 1.2788 0.4898
C -3.6282 0.0652 0.9867
C 1.6930 -0.7375 0.1576
C 0.6094 0.2170 -0.4740
H 0.0351 -2.2380 -1.6957
H -1.4526 -1.6731 -2.2284
H 4.1412 1.6748 0.6949
H 2.1229 -1.6692 -0.2209
H 1.0704 -0.8671 1.0771
H 0.1112 2.2980 -0.6389
H -4.1336 0.4815 1.8713
H 2.2741 3.1844 0.2926
H -1.2420 -1.8863 -0.3899
H -4.2844 -0.2898 0.2526
H 3.7303 -0.7800 0.9513
*
```

Results
**Maximum force**: 3.562 eV Å⁻¹
**HOMO-LUMO gap (spin up / spin down)**: 0.29024 / 0.29021 Ha
**Highest occupied orbital energy (spin up / spin down)**: -11.547 / -11.546 eV
**Calculated total energy**: -34152.584 eV
**ΔE to the lowest compared entry with this formula, charge and spin**: 50.9 kcal/mol
**SMILES string**: N#CCSS/C([NH3+])=C1\C=CC=CC1

Entry 5:
Below is a structure of composition C9H11N3O5Sr in a non-equilibrium geometry, with properties calculated with ωB97M-V with the def2-TZVPD basis set.

ORCA input file:
```
! wB97M-V def2-TZVPD RIJCOSX def2/J DEFGRID3
* xyz 2 1
Sr -0.2359 0.3798 1.0931
O 1.9308 1.7737 -2.5546
O 0.5075 -1.6286 2.1981
O -2.1932 -0.1626 0.1686
O 1.9094 -3.3965 2.2458
O 0.5549 1.4766 -0.8818
N 1.7376 -0.6733 0.0432
N -4.2337 0.8013 0.2873
N -2.2596 2.1007 0.4608
C 2.3356 -0.0987 -0.9984
C -5.1611 1.9429 0.3385
C 3.4709 -2.2984 0.1688
C 1.4760 -2.2535 1.7794
C 4.0981 -1.6925 -0.9099
C 1.5542 1.1141 -1.4927
C 3.5260 -0.5740 -1.5068
C 2.2860 -1.7451 0.6082
C -2.9217 0.8613 0.2732
H -2.8711 2.8726 0.6912
H -1.6805 2.3535 -0.3386
H 5.0327 -2.0899 -1.2878
H 4.0272 -0.1068 -2.3464
H -6.1704 1.5495 0.2973
H -5.0101 2.5942 -0.5179
H -5.0644 2.4936 1.2712
H -4.6004 -0.1377 0.2267
H 3.8894 -3.1733 0.6489
H 1.3469 -3.6652 3.0020
H 2.7189 1.3823 -2.9674
*
```

Results
**Maximum force**: 1.674 eV Å⁻¹
**HOMO-LUMO gap**: 0.35130 Ha
**Highest occupied orbital energy**: -16.792 eV
**Calculated total energy**: -25045.300 eV
**ΔE to the lowest compared entry with this formula, charge and spin**: 14.7 kcal/mol

Entry 6:
Below is the ion C9H11N4 with charge +1 in a non-equilibrium geometry, with properties calculated with ωB97M-V with the def2-TZVPD basis set.

ORCA input file:
```
! wB97M-V def2-TZVPD RIJCOSX def2/J DEFGRID3
* xyz 1 1
N 0.8897 -0.5901 2.3240
N 0.3049 0.8363 0.5037
N -1.6880 -1.7427 -0.7442
N 1.4934 -1.1573 0.1472
C 0.3881 -0.3207 -0.3530
C 0.4411 1.3122 -2.1961
C -0.9778 -0.9796 0.0254
C 0.4859 0.0281 -1.7938
C -0.1021 0.2975 1.7912
C 0.2140 2.1044 0.0580
C -1.3723 -0.4947 1.3643
C 0.3065 2.3836 -1.2657
C 1.6301 -1.2093 1.5031
H -2.2215 0.1931 1.3289
H -1.3276 -2.0674 -1.6345
H 2.4168 -1.8404 1.8905
H -1.6314 -1.3181 2.0360
H 2.1950 -1.4994 -0.4855
H 0.2775 3.3980 -1.6172
H -0.2986 1.0814 2.5233
H -2.6272 -2.0299 -0.4907
H 0.0963 2.8631 0.8153
H 0.5953 -0.7930 -2.4839
H 0.5120 1.5449 -3.2463
*
```

Results
**Maximum force**: 1.168 eV Å⁻¹
**HOMO-LUMO gap (spin up / spin down)**: 0.26350 / 0.26348 Ha
**Highest occupied orbital energy (spin up / spin down)**: -11.601 / -11.601 eV
**Calculated total energy**: -15464.260 eV
**ΔE to the lowest compared entry with this formula, charge and spin**: 28.8 kcal/mol
**SMILES string**: [NH2+]=C1C[C@H]2N=CN[C@@]13C=CC=CN23